Entry from the Open Molecules 2025 dataset: the ion C6H11O2 with charge -1 in a non-equilibrium geometry (ωB97M-V with the def2-TZVPD basis set).

The LUMO energy comes out at 3.71 eV. The electronic energy is -385.748337 a.u. The net charge is -1. Its energy above the lowest of the compared OMol25 structures with the same formula, charge and spin is 32.3 kJ/mol. The calculation puts the molecular weight at 115.15 u. Its frontier orbital gap is 7.640 eV. As for the structure (SMILES): CCCCCC(=O)[O-].

```
19
C6H11O2 ωB97M-V with the def2-TZVPD basis set
O -1.123 2.536 -2.572
C -0.309 1.950 -1.822
O 0.855 1.578 -2.068
C -0.854 1.582 -0.402
C -1.263 0.116 -0.296
C -0.070 -0.900 -0.369
C 1.117 -0.681 0.531
C 1.101 -1.486 1.856
H -0.174 1.862 0.395
H -1.796 2.127 -0.282
H -1.979 -0.075 0.514
H -1.854 -0.243 -1.149
H -0.429 -1.928 -0.241
H 0.234 -0.733 -1.404
H 2.053 -0.902 0.021
H 1.183 0.368 0.838
H 1.913 -1.181 2.511
H 0.133 -1.456 2.357
H 1.261 -2.535 1.581
```

Atom charges from the natural (NBO) analysis, given in e for atoms 1 to 5:
1. O -0.79
2. C 0.76
3. O -0.80
4. C -0.53
5. C -0.38